(1)
A molecular structure, C55H55N10O6PbSi at a distorted geometry. Source: OMol25; level of theory: ωB97M-V/def2-TZVPD.

As for the lowest unoccupied orbital energy: 0.066 Eh. Its orbital gap is 7.28 eV. The charge is -1. Its HOMO energy is -5.5 eV. The value obtained for the electronic energy is -98239.2176 eV. The energy above the lowest of the compared OMol25 structures with the same formula, charge and spin comes out at 46.63 kcal per mole.

XYZ file:
```
128
Properties=species:S:1:pos:R:3:mulliken_charge:R:1
H -1.394 0.719 5.004 0.246
H 2.512 3.736 -0.758 0.460
H 5.445 -5.932 -4.281 0.510
C 1.413 -3.175 -6.302 0.416
H 2.243 -5.748 -6.938 0.412
C 3.916 2.088 2.426 -0.540
C -1.573 0.207 -6.999 -0.820
C -3.380 -3.868 0.125 0.009
C 3.257 -1.746 2.378 -0.052
C -2.572 1.928 0.617 0.156
H -1.529 -0.077 -8.027 0.531
C 4.795 -0.220 -2.256 -0.345
C 3.296 -3.377 -4.703 -0.024
C -2.291 1.704 -5.262 -0.562
Si 1.558 0.457 3.043 -1.118
H 6.317 -3.492 -3.315 0.410
C -4.387 1.580 2.216 -0.131
H 4.271 1.743 3.346 0.562
O -1.076 -3.817 -0.640 -0.829
C 4.760 2.836 1.632 -0.776
H 5.169 -4.256 -2.275 0.454
C 4.359 -4.067 -4.124 0.741
C 1.127 1.381 4.673 -0.651
H -5.926 -2.841 2.135 0.482
C -2.324 1.292 -6.566 -0.792
H -1.503 3.182 5.714 0.421
C 3.683 -0.761 4.501 -0.574
O 0.980 -2.013 -5.727 -0.269
C 2.847 -5.217 -6.185 -0.800
C -5.680 1.796 2.695 -0.842
H -0.054 4.685 2.335 0.599
H 4.119 -6.915 -5.864 0.396
H -2.903 2.570 -4.987 0.276
C -3.020 -2.032 1.488 -0.038
C -5.870 -4.679 0.995 -0.505
C -1.967 -3.330 -0.008 0.066
H -0.829 5.452 4.546 0.257
C -0.420 2.958 5.730 -0.976
C 2.519 -3.967 -5.702 0.113
C -3.900 -5.060 -0.343 -0.492
H 0.132 -1.333 2.545 0.985
C 4.654 -5.318 -4.584 -0.904
H 1.469 -4.283 0.846 0.258
H -0.892 3.920 -0.575 0.276
C -3.865 4.113 -2.661 -0.588
O -3.187 -1.233 2.363 -0.570
C -6.431 2.891 2.248 -0.467
H 0.230 4.781 6.643 0.424
C -5.131 -5.477 0.177 -0.380
C -0.910 -0.527 -6.062 0.313
N 5.507 -1.149 -2.897 -1.009
C -5.917 3.640 1.219 -0.983
H -0.909 0.143 2.506 -0.055
H 2.712 -1.872 1.488 0.411
C -4.020 -3.089 1.105 0.124
H -6.910 -4.947 1.251 0.342
O -1.505 -0.154 5.501 -0.728
C 0.223 5.014 4.513 -0.851
H 1.324 3.896 3.129 -0.083
C 2.897 3.198 0.108 -0.873
C 3.887 -5.902 -5.595 -0.494
H 3.294 -2.851 -1.225 0.366
H 1.015 0.561 5.408 0.387
H -1.012 4.859 -1.591 0.314
H -4.164 5.145 -2.649 0.504
C -0.963 -0.180 -4.698 -0.941
C 2.585 1.777 2.041 0.576
H -2.032 -0.675 4.856 0.366
H -1.555 3.112 3.369 0.780
C -4.153 2.073 -2.514 -0.048
O -0.422 4.712 -0.891 -0.683
H 5.387 -1.647 5.558 0.332
H -4.365 3.908 -0.201 0.509
H -0.337 2.307 6.598 0.399
N -1.838 -2.206 0.799 0.200
H -6.592 4.308 0.742 0.411
C -1.731 1.385 -2.816 -0.146
H 1.465 3.912 5.969 0.328
C 3.916 -2.011 -1.588 -0.275
H -7.389 3.169 2.644 0.410
H -0.466 2.377 2.399 -1.029
N -0.279 -2.475 -7.428 -0.506
H 2.001 1.974 5.015 0.323
C 0.451 4.200 5.762 -0.826
H -1.754 0.514 -2.165 -0.382
N -2.642 3.678 -2.741 -0.704
C -5.311 -3.434 1.476 -0.330
C 2.097 2.361 0.896 0.420
H 3.470 -0.038 5.248 0.403
H -0.396 -0.783 -4.014 0.957
N -0.150 2.114 4.536 0.822
H 3.095 -2.357 -4.420 0.644
N 0.691 -3.450 -7.346 -0.509
N -4.857 3.175 -2.549 -0.616
C -3.886 2.342 1.183 -0.083
C -1.464 1.487 0.302 -0.558
N -2.830 2.314 -2.577 1.298
N 3.779 -0.699 -1.459 -0.141
H -6.101 1.101 3.455 0.380
C 0.280 4.185 3.219 -0.546
H 4.780 3.967 -0.236 0.431
Pb -0.203 -0.448 0.053 1.343
H -2.945 1.873 -7.216 0.429
C 5.052 -2.614 3.756 -0.730
N 4.968 -2.267 -2.409 1.034
C 4.344 -2.602 2.534 -0.297
C -0.500 2.891 3.349 0.076
H 0.734 -3.680 -0.420 0.396
O 1.611 -3.890 -0.037 -0.580
C 4.714 -1.668 4.700 -0.586
C 5.271 -3.504 -3.034 -1.311
H -5.524 -6.485 -0.036 0.332
H -3.331 -5.643 -1.068 0.447
H 1.046 2.187 0.609 0.139
C -1.681 0.955 -4.277 0.638
C 0.108 -0.298 2.273 -0.441
H -4.579 1.027 -2.550 0.363
C 4.251 3.371 0.455 -0.638
H -0.819 1.874 -2.507 0.247
H 5.982 -3.159 3.848 0.322
C -4.641 3.371 0.686 0.058
H 0.904 5.776 4.420 0.558
C 2.911 -0.804 3.334 0.257
H -3.854 0.777 2.711 0.549
C -0.078 -1.683 -6.435 0.532
H 4.573 -3.430 1.801 0.295
H 4.933 0.838 -2.474 0.453
H 5.791 2.984 1.960 0.355
```

(2)
A molecular structure, C55H57NO6S2Sb2SiTi at a distorted geometry. Source: OMol25; level of theory: ωB97M-V/def2-TZVPD.

As for the lowest unoccupied orbital energy (spin up / spin down): 0.132 / 0.132 Eh. Its orbital gap (spin up / spin down) is 3.49 / 5.38 eV. The charge is -2. Its HOMO energy (spin up / spin down) is 0.1 / -1.8 eV. The value obtained for the electronic energy is -137474.9197 eV. The energy above the lowest of the compared OMol25 structures with the same formula, charge and spin comes out at 10.90 kcal per mole. Its spin multiplicity is 3. Its expectation value of S² is 2.011.

XYZ file:
```
125
Properties=species:S:1:pos:R:3:mulliken_charge:R:1
C 1.383 -4.081 2.819 0.299
H 0.778 -7.307 -1.429 0.375
Sb -1.827 1.018 2.787 0.695
C -4.847 2.779 -1.414 -0.730
H -3.137 6.214 -1.153 0.415
C -2.879 4.084 -1.076 0.171
H 0.380 0.142 1.366 -1.959
H 3.573 -1.191 -3.158 0.474
C 0.530 3.062 -4.681 -0.591
C 0.058 -4.367 3.163 -0.082
O -0.745 -2.875 -1.057 -0.732
C 0.742 2.730 -6.015 -0.373
C 0.124 1.137 1.788 1.455
H 3.130 -1.785 3.576 0.224
O 3.085 3.400 -4.367 -0.758
H 3.419 -4.324 3.449 0.349
Sb -2.577 0.934 -0.423 1.380
H 3.278 0.970 -4.237 0.524
C -2.785 3.962 2.992 -0.340
C 1.579 -6.707 -1.011 -0.643
C -5.599 3.934 -1.573 -0.574
H 0.885 1.360 2.537 0.665
H -1.165 0.087 -5.479 0.467
H -1.544 -2.522 -1.454 0.093
Si 1.764 -3.126 1.177 1.005
H -1.719 7.115 3.640 0.359
H 3.691 0.057 -1.893 0.355
H 6.076 -1.048 -0.315 0.402
H 4.942 -6.691 -0.665 0.381
H -3.741 5.884 2.896 0.382
H -0.885 3.488 -3.142 0.847
H -3.706 2.188 -6.718 0.369
H -2.485 -1.408 4.544 0.283
H -3.756 -2.880 -3.791 0.399
C -1.627 3.231 3.260 0.059
C -2.473 -1.470 -4.775 -1.204
C -0.497 3.951 3.648 0.121
C -3.203 -1.256 -2.494 -1.346
Ti 0.083 -1.495 0.246 -0.243
C -1.650 2.690 -6.364 0.872
H 1.141 2.477 0.434 0.371
H 0.365 5.867 4.104 0.355
C -0.528 5.333 3.795 -0.796
C 1.861 -1.081 -1.883 1.304
C 2.295 -4.715 0.191 0.635
H 0.506 -5.959 6.126 0.347
C -1.284 0.348 4.789 0.484
O 0.651 -1.235 3.432 -0.396
H 0.476 1.099 7.594 0.360
H -0.740 -4.030 2.511 0.035
C 0.108 2.188 0.676 -1.179
C -2.826 2.500 -7.279 -1.798
H 0.014 -2.659 -1.692 0.432
H -5.579 6.083 -1.561 0.352
H 4.027 -2.391 -0.557 0.734
H 3.130 -8.077 -1.618 0.335
S 1.881 3.211 -3.591 1.383
N 1.859 1.718 -2.855 -0.122
H -2.846 3.146 -4.642 0.508
C 0.750 -5.441 5.205 -0.539
O 1.584 4.168 -2.559 -0.693
C -3.471 2.826 -1.175 0.546
C -1.697 6.036 3.537 -0.430
H 1.762 2.627 -6.360 0.496
C 2.476 0.602 -3.591 -0.498
C -3.624 5.248 -1.232 -0.873
O 1.268 -2.013 -2.478 -1.000
C 5.765 -0.660 1.775 -0.657
H -1.126 1.280 -3.336 -0.707
H -1.296 -5.240 4.583 0.436
H 0.439 3.430 3.830 0.280
C 3.910 -6.364 -0.584 -0.694
C -0.181 0.548 6.929 -0.782
H -0.594 2.516 -1.349 -0.080
H -0.043 1.999 5.359 0.152
H -0.196 2.307 -7.891 0.358
H -0.168 -1.507 2.936 -0.428
H 5.171 -0.437 3.823 0.397
C -1.847 -0.851 5.223 -0.433
H -2.611 1.747 -8.037 0.382
H 4.418 -4.592 0.498 0.282
C -1.568 -1.356 6.484 -0.500
C -0.466 1.050 5.665 -0.237
C -1.720 0.379 -3.429 1.639
C 4.281 -1.974 0.414 -0.709
C -0.258 -5.041 4.337 -0.589
C -4.988 5.178 -1.472 -0.505
C 3.778 -1.642 2.722 -0.040
H -3.674 3.431 2.659 0.247
H -6.666 3.870 -1.757 0.366
C 2.073 -5.179 4.878 -0.739
S -1.797 -1.613 1.535 -0.660
C -0.563 1.710 -0.610 1.484
C 1.291 -5.509 -0.373 -0.606
C -2.473 -0.074 -2.349 -0.040
H 6.660 -0.059 1.884 0.329
C 2.894 -7.142 -1.121 -0.459
H -1.815 4.174 -0.881 0.182
H 0.726 -1.864 4.157 0.172
H 1.714 0.135 -4.222 0.227
H -2.483 -2.004 -5.718 0.358
C 3.023 -0.427 -2.610 -1.362
C -0.347 2.555 -6.846 -0.586
H 2.213 1.821 -1.906 0.317
O 1.540 -0.628 -0.745 -0.975
H 0.261 -5.175 -0.300 0.220
C 2.379 -4.515 3.695 0.027
H -0.492 -1.053 8.324 0.344
H 2.870 -5.489 5.546 0.377
C 3.432 -2.227 1.499 0.894
C 5.435 -1.215 0.545 -0.825
H -1.999 -2.300 6.799 0.372
H -0.388 3.095 1.033 0.261
C -0.761 3.215 -4.183 -0.747
C -1.731 -0.304 -4.638 -0.458
H -5.336 1.810 -1.474 0.286
H -3.071 3.432 -7.796 0.387
C -3.198 -1.956 -3.696 -0.139
C -0.726 -0.659 7.341 -0.433
C -2.828 5.344 3.125 -0.635
H -3.800 -1.613 -1.659 0.401
C 3.610 -5.174 0.068 -0.296
H 0.022 0.904 -1.042 -0.955
C -1.838 3.032 -5.023 -0.356
C 4.927 -0.876 2.861 -0.745
```